No. 1
Here is one molecule with the formula C3H9Cl2NSi from the Open Molecules 2025 dataset. Energies are from the ωB97M-V functional and the def2-TZVPD basis.

The geometry in XYZ format:
```
16
Properties=species:S:1:pos:R:3
Cl 0.653 0.517 -2.744
Cl 2.262 0.931 0.238
N -0.421 -0.844 -0.037
C 0.389 -1.935 -0.528
C -0.500 -0.694 1.390
C -0.584 2.245 -0.305
Si 0.368 0.677 -0.646
H 0.459 -1.806 -1.601
H -0.122 -2.848 -0.358
H 1.350 -2.012 -0.046
H 0.502 -0.804 1.814
H -0.882 0.306 1.639
H -1.127 -1.486 1.828
H -0.139 3.083 -0.816
H -0.563 2.492 0.753
H -1.643 2.179 -0.582
```

Computed properties:
* SMILES string: CN(C)[Si](C)(Cl)Cl
* net charge: 0
* E_LUMO: 0.71 eV
* HOMO-LUMO gap: 10.1 eV
* E: -37673.10987 eV

Here are the Mulliken charges for atoms 1 to 4, given in e: atom 1 (Cl): -0.30, atom 2 (Cl): -0.29, atom 3 (N): -0.13, atom 4 (C): -1.04

No. 2
Here is C3H9ClN3O2S as an isolated structure from the Open Molecules 2025 dataset. Energies are from the ωB97M-V functional and the def2-TZVPD basis.

The geometry in XYZ format:
```
19
Properties=species:S:1:pos:R:3
C 0.219 -1.216 0.063
C 0.937 -0.082 -0.502
C -1.826 -0.209 0.561
N -1.226 -1.102 -0.226
N -0.933 1.529 0.468
N 0.475 1.185 0.472
O -3.187 0.312 -1.635
O -3.626 1.816 0.333
S -3.338 0.524 -0.217
Cl -4.477 -0.997 0.395
H 0.610 -2.237 -0.374
H 0.430 -1.343 1.193
H 1.975 -0.183 -0.338
H 0.708 0.002 -1.507
H -1.655 -0.248 1.632
H -1.714 -1.438 -1.025
H -1.269 1.908 -0.405
H 0.597 0.992 1.537
H 1.101 2.003 0.365
```

Computed properties:
* net charge: +1
* E_LUMO (spin up / spin down): -3.72 / -7.12 eV
* HOMO-LUMO gap (spin up / spin down): 6.1 / 7.3 eV
* E: -35164.77334 eV
* multiplicity: 3

Here are the Mulliken charges for atoms 1 to 4, given in e: atom 1 (C): -0.58, atom 2 (C): -0.43, atom 3 (C): -0.56, atom 4 (N): 0.00

No. 3
Here is an isolated ion of composition C3H9ClN5 and charge +1 from the Open Molecules 2025 dataset. Energies are from the ωB97M-V functional and the def2-TZVPD basis.

The geometry in XYZ format:
```
18
Properties=species:S:1:pos:R:3
C 0.564 1.086 0.895
C -1.540 1.398 -0.240
C 0.293 -1.131 -0.159
N -0.296 1.806 0.428
N 0.817 -0.333 0.815
N -1.811 0.039 -0.344
N 1.233 -1.125 1.864
N 0.633 -0.773 -1.488
Cl -2.237 -0.298 -1.944
H 1.417 1.652 1.333
H -2.395 1.815 0.411
H -1.484 2.113 -1.086
H 0.054 -2.123 0.304
H 0.593 -1.035 2.637
H 2.216 -0.944 2.080
H -0.426 -0.908 -1.995
H 1.276 -1.420 -1.937
H 1.093 0.181 -1.573
```

Computed properties:
* net charge: +1
* E_LUMO (spin up / spin down): -4.97 / -4.64 eV
* HOMO-LUMO gap (spin up / spin down): 7.4 / 8.3 eV
* E: -23216.89920 eV

Here are the Mulliken charges for atoms 1 to 4, given in e: atom 1 (C): -0.12, atom 2 (C): -0.40, atom 3 (C): -0.23, atom 4 (N): -0.31